133
Properties=species:S:1:pos:R:3:forces:R:3 method="wB97M-V/def2-TZVPD" lumo_energy_ev=-1.589 charge=+1 spin_multiplicity=1 orbital_gap_ev=7.9
C -11.225950 -18.654475 7.860919 0.38 0.54 -0.63
C -9.281471 -28.234667 10.632646 -0.03 0.10 -0.21
H -8.278089 -26.773003 12.005321 0.01 -0.12 0.05
C -14.472592 -19.560846 16.163069 0.10 1.21 0.53
H -6.422441 -18.341741 12.597351 0.01 -0.01 0.00
C -8.895887 -17.653505 12.960705 -0.83 -0.10 -0.32
H -5.841227 -27.255151 3.819289 -0.04 -0.10 0.23
C -9.533660 -18.041123 10.844793 -0.30 -0.26 0.42
C -11.994931 -17.964573 16.427828 -0.37 0.66 -0.25
C -9.901918 -24.519777 5.118033 -0.28 0.07 1.88
H -8.567256 -18.100733 13.885733 -0.07 0.79 0.41
H -10.447320 -16.713260 17.259060 0.04 -0.27 0.11
H -15.800785 -18.855247 12.059421 0.09 -0.62 -0.36
F -8.748654 -21.307437 11.293102 -0.25 -0.40 0.19
H -12.069490 -15.536505 7.245249 0.13 0.07 0.09
H -9.450797 -25.089496 10.703817 -0.56 -0.06 0.01
C -10.723032 -23.649454 6.073783 0.45 0.43 -0.91
H -8.612086 -22.764546 7.880051 0.13 0.17 0.07
H -11.534247 -15.264136 15.426357 -0.20 -0.22 0.13
C -4.418375 -19.183243 12.913851 0.36 0.36 0.02
H -11.622070 -23.439351 5.490796 -0.33 -0.12 0.48
C -8.610563 -22.504412 6.825413 0.99 -0.14 -1.13
C -10.240901 -27.949596 9.606766 0.55 -1.07 -0.12
C -8.554991 -25.681712 6.899042 0.57 0.88 -0.34
C -4.464047 -20.580309 11.174965 0.39 -0.72 1.05
F -10.278241 -23.072487 12.379163 0.38 0.27 -0.66
H -10.961719 -24.134024 7.019044 -0.09 -0.14 -0.06
C -16.516733 -18.014500 16.014270 1.34 -0.34 -0.47
H -14.126174 -23.054370 14.717539 -0.13 0.28 -0.32
H -9.270930 -16.063106 10.088992 0.16 0.23 0.24
H -16.912601 -18.832974 16.611830 -0.26 0.32 0.32
F -9.339772 -23.366533 10.101528 -0.41 0.29 -0.11
H -8.009525 -21.619351 6.596597 -0.18 0.33 0.90
C -10.001354 -22.310611 6.310464 -1.83 0.22 0.24
N -8.505857 -24.808566 5.693064 -0.83 0.91 -2.51
H -8.614957 -15.432232 12.596893 0.36 -0.20 0.47
N -12.654403 -18.582191 11.312703 0.58 -0.29 -0.01
H -13.557233 -20.451189 11.103188 -0.34 -0.19 0.37
N -10.062483 -18.099480 7.358737 -0.48 -0.08 -0.17
H -7.038833 -23.393321 9.669402 -0.05 -0.17 0.52
H -14.033056 -22.344385 16.941249 0.02 -0.45 0.01
H -8.764734 -25.060953 7.767210 -0.32 -0.06 -0.04
H -8.041955 -24.930530 3.580688 0.14 0.24 0.06
H -12.441166 -22.917964 14.372397 0.22 0.07 0.27
H -7.093355 -26.102703 9.541649 0.14 -0.23 -0.11
C -12.175952 -17.656390 7.866815 -0.13 -1.52 0.82
C -14.368595 -17.268446 11.771579 1.05 -1.12 0.72
H -8.843762 -29.193080 10.858740 -0.12 -0.01 0.08
H -10.138291 -21.646283 5.449929 0.72 -0.39 -0.41
H -15.088598 -16.470458 11.827125 0.41 0.37 0.37
C -6.240780 -25.476828 9.322869 -0.39 -0.06 0.56
H -6.918964 -28.600616 3.384004 0.01 0.00 0.06
H -15.095788 -20.428085 16.369399 -0.09 0.03 -0.05
C -8.969520 -27.039798 11.224457 -0.26 0.03 -0.27
H -2.804648 -20.471286 12.509389 0.16 0.03 -0.19
C -5.646010 -19.032338 12.316504 0.25 -0.89 0.67
C -7.944151 -26.953537 4.385342 -0.11 -0.30 -0.61
C -12.985455 -17.304482 11.576765 -1.34 0.98 -0.48
H -11.066907 -25.967141 8.992435 -0.15 -0.16 0.00
C -12.298594 -18.887967 15.239901 0.48 0.43 -0.66
C -9.198000 -16.725510 10.939836 -0.30 0.41 -0.58
C -4.958544 -23.648969 9.117641 -0.59 0.40 1.04
H -16.242325 -17.123527 16.574080 -0.43 -0.15 0.52
C -11.566913 -16.471970 7.429581 -0.47 0.18 -0.80
H -9.186910 -18.573353 7.250478 0.05 -0.05 -0.04
H -12.501174 -20.793869 13.753265 -0.46 0.22 -0.61
N -13.184308 -20.057967 15.571489 0.84 -0.29 0.84
H -12.768844 -18.405608 14.378479 -0.15 0.36 0.30
H -9.530179 -19.558927 12.226559 0.23 0.04 0.38
H -7.923633 -27.483908 5.334092 0.20 0.31 0.19
C -13.716102 -19.433467 11.414030 0.13 0.79 0.35
H -11.726440 -18.852157 11.043282 0.06 -0.11 0.01
H -3.253769 -24.822639 8.549977 0.09 0.56 0.03
H -4.653168 -26.851923 8.654120 0.31 0.10 0.14
C -4.988305 -25.864574 8.926391 -0.47 -0.15 -0.02
H -7.522306 -26.006093 7.014876 -0.22 -0.59 0.23
H -3.937977 -21.222193 10.489445 -0.61 -0.29 -0.13
H -9.303698 -26.448192 6.743933 0.18 -0.22 0.24
H -9.876368 -17.812498 15.983568 0.08 -0.05 0.21
H -10.361274 -25.497062 4.983166 0.01 0.00 -0.22
H -14.230960 -19.047640 17.098080 0.23 -0.57 0.21
F -11.088578 -20.854715 11.856322 0.38 -0.15 -0.44
C -14.767791 -18.637887 11.823522 -0.93 0.39 -0.84
H -10.612124 -21.749869 7.023753 0.28 -0.20 0.38
C -13.074995 -22.326275 16.422778 0.03 0.72 -0.47
H -12.260715 -16.508549 11.516058 0.06 -0.08 -0.12
H -12.401189 -23.098957 16.780464 -0.14 -0.01 0.27
H -11.348689 -19.202306 14.794489 -0.11 -0.76 0.31
H -13.187374 -17.874036 8.176285 -0.05 0.45 0.04
H -10.849264 -16.502111 14.289655 -0.40 0.43 -0.17
N -9.465228 -18.562665 12.103097 1.16 -0.27 -0.49
H -17.251559 -17.723945 15.269008 0.01 -0.04 -0.06
H -9.619730 -16.149214 6.506535 0.36 -0.25 0.26
H -6.898053 -23.760867 6.570661 0.18 -0.09 -0.29
C -13.380574 -20.990339 14.358124 0.42 0.49 1.20
C -8.833638 -16.439017 12.285947 0.11 -0.65 -0.36
F -11.801247 -22.699953 10.476275 0.20 -0.48 -0.16
H -6.728669 -25.271658 4.806810 0.20 0.10 -0.66
C -7.787263 -23.507432 5.991310 -0.83 -0.07 0.80
C -10.298217 -16.794002 7.042574 0.29 0.70 0.13
H -3.919961 -18.606319 13.677289 -0.21 -0.10 0.15
H -6.548279 -20.192799 10.644391 0.05 -0.03 0.02
C -7.759929 -25.442306 4.491932 0.54 -1.08 2.33
N -3.711394 -20.146565 12.237967 -0.51 1.00 -0.08
H -14.327939 -20.661269 13.948753 0.19 -0.35 -0.60
C -6.219020 -24.078149 9.527405 0.83 0.78 -1.55
H -14.608187 -17.652110 15.029415 0.26 -0.11 0.22
C -12.475901 -20.943817 16.596688 0.09 -0.29 -0.78
As -10.244953 -22.104064 10.917787 -0.50 0.61 0.43
H -11.453259 -21.001387 16.222357 0.18 0.30 0.43
H -9.790102 -18.684862 10.020067 -0.15 0.21 -0.09
F -10.291811 -21.156994 9.422712 0.14 -0.35 0.67
H -11.257780 -19.707043 8.069657 -0.16 0.02 0.25
C -5.719089 -20.042789 11.319504 0.18 0.73 -1.48
H -11.980559 -18.491920 17.381719 0.03 -0.20 -0.13
C -6.843226 -27.520122 3.480736 -0.21 0.34 -0.39
H -9.855362 -23.975624 4.177883 0.56 -0.18 -0.10
H -12.808906 -17.235211 16.485183 -0.05 -0.02 0.25
C -13.256818 -22.420048 14.894554 -0.81 -0.58 0.14
H -10.609891 -28.669590 8.893057 -0.28 0.03 0.14
H -12.568011 -20.510365 17.586052 0.19 0.00 -0.03
H -15.455309 -19.037228 14.413274 -0.14 0.44 -0.12
C -10.468864 -26.616029 9.612255 0.21 1.13 0.14
H -4.538493 -22.659371 9.141118 0.03 -0.03 -0.15
H -8.915922 -27.201993 3.950822 -0.02 0.09 -0.07
H -7.539385 -23.036698 5.042213 0.09 -0.26 -0.13
N -9.707151 -26.062154 10.610034 0.57 -0.10 0.25
H -9.797584 -15.536757 15.250207 -0.12 0.19 -0.01
H -6.941876 -27.089321 2.480966 0.02 -0.12 -0.05
N -4.211284 -24.739174 8.838446 0.10 -1.28 -0.58
C -10.774601 -16.026804 15.269661 0.85 -0.52 -0.48
C -15.200794 -18.508649 15.339598 -1.18 -0.99 -1.21
C -10.690639 -17.151899 16.289971 -0.60 0.13 0.06